# 1
ORCA calculation (ωB97M-V/def2-TZVPD) on a cluster of 2 separate species, C20H22BCl2N2 in total in a non-equilibrium geometry.

CARTESIAN COORDINATES (ANGSTROEM)
Cl  -5.70  -4.94  -2.01
C  -4.22  -4.14  -1.72
C  -3.17  -4.81  -1.08
C  -1.96  -4.17  -0.88
C  -1.76  -2.82  -1.28
C  -0.49  -2.18  -1.05
C  -0.18  -0.88  -1.45
C  1.09  -0.31  -1.42
C  1.41  0.94  -2.06
C  2.70  1.17  -2.62
C  2.95  2.27  -3.43
C  1.96  3.26  -3.58
Cl  2.26  4.60  -4.60
C  0.74  3.15  -2.90
C  0.44  1.98  -2.20
C  -2.84  -2.16  -1.93
C  -4.06  -2.80  -2.13
H  -3.32  -5.83  -0.75
H  -1.13  -4.69  -0.40
H  0.31  -2.78  -0.59
H  -0.99  -0.25  -1.85
H  1.92  -0.93  -1.06
H  3.48  0.42  -2.45
H  3.90  2.38  -3.95
H  0.04  3.98  -2.93
H  -0.55  1.87  -1.75
H  -2.72  -1.15  -2.32
H  -4.89  -2.28  -2.61
H  1.66  0.07  0.75
B  2.09  0.21  1.93
H  2.31  -0.90  2.44
H  3.11  0.90  1.92
C  0.98  0.95  2.77
N  1.18  1.30  4.07
C  2.39  1.02  4.80
C  0.06  1.94  4.56
C  -0.85  1.99  3.55
N  -0.27  1.37  2.46
C  -0.92  1.21  1.18
H  2.29  1.40  5.82
H  2.59  -0.06  4.84
H  3.25  1.49  4.31
H  0.00  2.30  5.57
H  -1.84  2.41  3.54
H  -1.91  1.67  1.19
H  -0.32  1.67  0.38
H  -1.03  0.14  0.92

As for the total charge: +1. The value obtained for the HOMO energy is -11.27 eV. The largest force on an atom comes out at 1.16 eV/A. The energy relative to the best compared isomer or geometry (same formula, charge and spin) is 0.00 kJ/mol.



# 2
ORCA calculation (ωB97M-V/def2-TZVPD) on a structure of composition C20H22BMoN2O5 in a non-equilibrium geometry.

CARTESIAN COORDINATES (ANGSTROEM)
Mo  0.25  -0.11  0.63
O  -1.87  -5.11  0.03
C  -2.30  -4.41  -1.03
C  -3.20  -5.02  -1.90
C  -3.67  -4.35  -3.01
C  -3.26  -3.05  -3.28
C  -2.38  -2.42  -2.44
C  -1.88  -3.09  -1.30
C  -0.99  -2.39  -0.42
O  -0.70  -1.10  -0.63
N  -0.44  -2.94  0.62
N  0.36  -2.03  1.28
C  0.99  -2.50  2.33
C  1.94  -1.75  3.10
C  2.69  -2.38  4.10
C  3.69  -1.69  4.77
C  3.94  -0.36  4.46
C  3.18  0.30  3.50
C  2.18  -0.39  2.84
O  1.39  0.20  1.92
H  -1.23  -4.58  0.54
H  -3.51  -6.04  -1.67
H  -4.36  -4.85  -3.67
H  -3.64  -2.53  -4.16
H  -2.06  -1.41  -2.62
H  0.80  -3.54  2.57
H  2.50  -3.42  4.34
H  4.27  -2.19  5.53
H  4.73  0.17  4.97
H  3.36  1.34  3.26
C  -0.47  3.17  -2.98
C  -0.78  3.19  -1.50
C  -1.75  4.33  -1.18
O  -1.49  1.95  -1.17
B  -1.01  1.46  -0.02
O  0.12  2.14  0.43
C  0.49  3.15  -0.57
C  0.78  4.45  0.16
C  1.75  2.63  -1.25
H  -1.40  3.21  -3.55
H  0.06  2.26  -3.27
H  0.13  4.04  -3.25
H  -2.67  4.16  -1.73
H  -1.34  5.30  -1.47
H  -1.99  4.35  -0.12
H  -0.03  4.71  0.84
H  0.92  5.26  -0.55
H  1.69  4.35  0.75
H  1.58  1.65  -1.69
H  2.54  2.55  -0.50
H  2.10  3.31  -2.03

As for the total charge: +1. The spin multiplicity is 3. The value obtained for the HOMO energy (spin up / spin down) is -11.06 / -11.06 eV. The largest force on an atom comes out at 4.52 eV/A.



# 3
ORCA calculation (ωB97M-V/def2-TZVPD) on a structure of composition C20H22Br30NO3 in a non-equilibrium geometry.

CARTESIAN COORDINATES (ANGSTROEM)
C  2.28  3.82  4.49
C  2.75  2.81  3.66
C  2.44  2.92  2.21
C  3.04  3.98  1.57
N  2.81  4.20  0.25
C  2.00  3.41  -0.46
O  1.80  3.71  -1.75
C  0.60  4.55  -1.91
C  0.97  5.99  -2.31
C  1.36  2.33  0.13
C  1.58  2.07  1.48
C  0.90  0.94  2.21
O  0.57  1.12  3.33
O  0.72  -0.23  1.61
H  2.94  4.59  4.88
H  1.22  3.91  4.75
H  3.31  1.96  4.04
H  3.68  4.66  2.10
H  3.27  4.99  -0.19
H  0.08  4.58  -0.95
H  -0.09  4.11  -2.62
H  0.73  6.64  -1.48
H  2.04  6.04  -2.49
H  0.42  6.33  -3.18
H  0.69  1.73  -0.48
H  0.71  -0.16  0.64
C  -0.86  -1.80  -1.83
Br  0.33  -3.28  -2.03
Br  0.09  -0.11  -1.66
Br  -2.16  -1.74  -3.24
H  -1.40  -1.95  -0.91
C  0.93  10.45  -2.53
Br  -0.53  9.25  -2.89
Br  0.66  11.42  -0.90
Br  2.62  9.52  -2.53
H  0.97  11.17  -3.33
C  -0.82  5.39  7.11
Br  -2.15  6.73  7.47
Br  -1.08  4.59  5.37
Br  0.97  6.08  7.31
H  -0.95  4.60  7.84
C  -2.47  -6.41  -1.32
Br  -3.17  -5.53  -2.89
Br  -0.66  -7.03  -1.60
Br  -2.60  -5.27  0.23
H  -3.08  -7.28  -1.15
C  2.54  -9.07  -1.01
Br  4.00  -8.92  -2.24
Br  1.40  -10.57  -1.40
Br  3.16  -9.09  0.82
H  1.94  -8.18  -1.12
C  6.01  -5.69  0.36
Br  6.76  -7.08  -0.74
Br  4.24  -5.19  -0.25
Br  6.00  -6.17  2.22
H  6.64  -4.82  0.25
C  -3.87  1.50  -1.42
Br  -5.76  1.58  -1.71
Br  -2.99  3.09  -2.06
Br  -3.44  1.15  0.43
H  -3.49  0.67  -2.00
C  -2.66  -4.21  -6.42
Br  -4.02  -2.91  -5.99
Br  -3.15  -5.25  -7.96
Br  -0.93  -3.39  -6.63
H  -2.59  -4.89  -5.58
C  -0.95  -4.47  3.79
Br  -2.82  -4.11  3.53
Br  0.13  -3.08  3.00
Br  -0.53  -4.74  5.64
H  -0.72  -5.38  3.26
C  -6.44  -4.22  -0.62
Br  -8.30  -3.84  -0.94
Br  -5.30  -2.83  -1.33
Br  -6.09  -4.55  1.24
H  -6.21  -5.13  -1.16

As for the total charge: +1. The value obtained for the HOMO energy is -10.81 eV. The largest force on an atom comes out at 2.33 eV/A.



# 4
ORCA calculation (ωB97M-V/def2-TZVPD) on a cluster of 8 separate species, C20H22Cl21NO5PS in total in a non-equilibrium geometry.

CARTESIAN COORDINATES (ANGSTROEM)
C  -3.09  4.30  -3.30
C  -2.90  3.66  -4.65
O  -2.88  4.28  -5.67
O  -2.68  2.25  -4.75
C  -3.30  1.44  -3.87
O  -4.37  1.64  -3.39
C  -2.51  0.15  -3.58
P  -1.59  0.25  -2.03
C  -2.70  -0.24  -0.64
O  -2.88  0.81  0.27
O  -4.12  1.43  -0.04
C  -0.15  -0.89  -2.03
C  0.88  -0.33  -1.08
C  2.02  0.31  -1.53
C  2.92  0.85  -0.64
C  2.67  0.75  0.72
C  1.54  0.10  1.18
C  0.64  -0.45  0.29
N  -0.99  1.78  -1.75
C  -0.32  2.29  -2.66
S  0.54  2.85  -3.79
H  -2.96  5.37  -3.45
H  -4.11  4.14  -2.96
H  -2.41  3.93  -2.53
H  -1.87  -0.05  -4.44
H  -3.27  -0.63  -3.53
H  -3.66  -0.53  -1.07
H  -2.29  -1.12  -0.14
H  -3.87  2.31  -0.37
H  0.23  -0.96  -3.05
H  -0.50  -1.86  -1.67
H  2.18  0.40  -2.60
H  3.81  1.37  -0.99
H  3.36  1.18  1.44
H  1.36  0.04  2.25
H  -0.26  -0.94  0.64
C  -1.41  -0.22  4.28
Cl  0.10  0.32  5.00
Cl  -2.40  1.15  3.79
Cl  -1.10  -1.26  2.88
H  -1.96  -0.79  5.03
C  -2.18  -2.73  7.77
Cl  -1.75  -3.79  6.43
Cl  -2.82  -1.20  7.16
Cl  -3.32  -3.50  8.85
H  -1.27  -2.52  8.33
C  3.32  -4.05  0.20
Cl  4.90  -3.61  0.84
Cl  2.37  -2.59  -0.12
Cl  3.48  -5.02  -1.26
H  2.80  -4.63  0.95
C  5.66  -7.69  0.73
Cl  6.33  -9.17  1.41
Cl  4.24  -7.18  1.65
Cl  6.87  -6.41  0.68
H  5.35  -7.90  -0.29
C  5.34  -2.97  -4.01
Cl  4.31  -4.36  -4.34
Cl  5.71  -2.10  -5.49
Cl  4.59  -1.90  -2.82
H  6.27  -3.34  -3.59
C  1.23  4.92  0.42
Cl  2.13  3.40  0.29
Cl  -0.36  4.77  -0.35
Cl  1.06  5.41  2.10
H  1.78  5.70  -0.10
C  -4.42  4.57  3.81
Cl  -2.90  5.12  4.50
Cl  -5.41  5.93  3.29
Cl  -4.12  3.46  2.46
H  -4.97  4.03  4.57

As for the total charge: +1. The value obtained for the HOMO energy is -12.05 eV. The largest force on an atom comes out at 1.64 eV/A.